{"formula": "C28H19Cl2N4O7Y", "method": "the ωB97M-V functional and the def2-TZVPD basis", "species": ["Y", "Cl", "Cl", "O", "O", "O", "O", "O", "O", "O", "N", "N", "N", "N", "C", "C", "C", "C", "C", "C", "C", "C", "C", "C", "C", "C", "C", "C", "C", "C", "C", "C", "C", "C", "C", "C", "C", "C", "C", "C", "C", "C", "H", "H", "H", "H", "H", "H", "H", "H", "H", "H", "H", "H", "H", "H", "H", "H", "H", "H", "H"], "positions_angstrom": [[-0.37868, -0.76829, -0.43179], [1.78906, -0.17629, -5.15808], [-0.96239, 4.38769, -5.71443], [4.05948, -6.42522, 0.78356], [1.07570, 0.46148, 0.64762], [5.55115, -5.09703, -0.23031], [-2.40185, -0.88012, -1.17518], [-0.96579, -4.86779, 0.15586], [0.43235, -0.33969, -2.54719], [-1.03919, -2.65845, 0.46555], [-1.08427, 1.58885, -1.39564], [-1.45349, 0.13528, 1.29316], [1.37585, -2.36048, -0.56616], [-0.62853, 0.81980, 2.17245], [3.65073, -3.07662, -0.55565], [-1.06129, 2.89595, -3.43597], [-3.40461, -1.16461, -0.44229], [2.83741, 1.93679, 2.26879], [-1.95592, 3.81026, -2.84128], [-0.52678, 3.02154, -4.72703], [4.42671, -5.41081, 0.18197], [-0.45553, -3.75339, 0.17168], [-0.67628, 1.76206, -2.66161], [0.35130, 2.09358, -5.23882], [3.30476, -4.34361, -0.09641], [0.60843, 0.92950, 1.75175], [1.94313, 2.82684, 4.72981], [-1.89410, 2.47124, -0.85992], [1.03209, -3.58393, -0.13006], [1.95403, -4.58991, 0.11531], [-3.60696, -0.76979, 0.87269], [3.25027, 3.07750, 4.34161], [2.67080, -2.12962, -0.78535], [0.69012, 0.97860, -4.49029], [1.08472, 2.14192, 3.89275], [1.52100, 1.68267, 2.65095], [-2.37294, 3.59202, -1.55507], [-2.66351, -0.13624, 1.71067], [3.69123, 2.62837, 3.10770], [0.17831, 0.71553, -3.19919], [-4.47232, -2.03339, -1.09509], [-3.10039, 0.26411, 3.10287], [-4.16606, -3.06895, -0.94545], [-4.55216, -1.03234, 1.32775], [-3.05711, 4.27315, -1.07007], [3.16182, 1.57623, 1.30453], [2.92056, -1.14349, -1.16484], [-4.01013, -0.25795, 3.38753], [-5.45968, -1.88689, -0.66181], [0.76939, 2.22968, -6.22597], [4.69504, -2.85522, -0.72162], [-4.50173, -1.82917, -2.16507], [-2.18835, 2.28906, 0.16483], [4.71136, 2.81588, 2.80360], [3.91623, 3.62346, 4.99775], [1.59744, 3.16491, 5.69808], [-2.29692, 4.66307, -3.41438], [0.06404, 1.94442, 4.18073], [-3.28974, 1.33781, 3.12184], [1.62191, -5.55022, 0.48023], [-2.30966, 0.05026, 3.81839]], "forces_ev_per_angstrom": [[0.961, -0.145, -2.021], [0.172, -0.183, -0.172], [-0.089, 0.295, -0.204], [-0.374, -0.500, 0.290], [0.424, 0.409, 0.427], [0.574, 0.279, -0.268], [-1.166, -0.169, -0.092], [0.169, 0.069, -0.047], [0.073, -0.023, 0.233], [-0.271, -0.054, 0.137], [-0.169, 0.151, 0.335], [-0.571, 0.370, 1.036], [0.516, -0.854, 0.208], [0.370, 0.479, 0.549], [0.009, -0.016, -0.057], [0.062, -0.335, 0.297], [-0.651, -0.028, -0.274], [-0.366, -0.197, -0.135], [-0.012, -0.107, 0.174], [0.358, -0.207, -0.415], [-0.518, 0.452, -0.076], [0.207, -0.845, 0.215], [0.121, 0.243, -0.625], [-0.444, 0.483, 0.221], [0.247, -0.041, 0.074], [-0.868, 0.001, 0.123], [-0.004, 0.073, 0.127], [0.083, -0.181, 0.123], [-0.061, -0.104, 0.121], [-0.031, -0.002, -0.132], [-0.200, -0.217, -0.127], [0.071, 0.050, 0.010], [0.177, 0.088, -0.139], [-0.061, -0.354, 0.595], [-0.029, -0.054, -0.042], [0.267, 0.161, 0.215], [0.075, 0.122, -0.283], [0.286, 0.479, 0.195], [0.169, 0.114, 0.083], [0.060, 0.431, -0.707], [0.316, 0.268, 0.054], [0.152, -0.111, -0.228], [-0.015, -0.105, -0.050], [0.001, -0.082, -0.022], [-0.034, 0.023, 0.050], [0.058, -0.052, -0.074], [-0.042, -0.013, 0.061], [-0.079, -0.042, -0.049], [-0.025, -0.005, 0.088], [0.004, -0.023, -0.021], [0.036, -0.012, -0.052], [0.014, -0.015, 0.000], [-0.020, -0.059, 0.089], [0.085, 0.009, -0.059], [0.053, -0.011, 0.018], [-0.050, 0.033, 0.045], [0.007, 0.001, 0.062], [-0.072, -0.037, 0.016], [0.048, 0.083, 0.084], [-0.009, -0.038, -0.006], [0.005, 0.056, 0.019]], "nbo_charge": [2.081, -0.013, -0.058, -0.753, -0.824, -0.765, -0.782, -0.669, -0.772, -0.827, -0.419, -0.510, -0.554, -0.450, -0.241, -0.038, 0.543, -0.202, -0.169, -0.122, 0.742, 0.760, 0.075, -0.206, -0.059, 0.530, -0.236, 0.060, 0.105, -0.213, -0.502, -0.231, 0.054, -0.183, -0.194, -0.010, -0.265, 0.336, -0.228, 0.455, -0.681, -0.665, 0.239, 0.193, 0.207, 0.235, 0.200, 0.201, 0.196, 0.226, 0.237, 0.213, 0.211, 0.200, 0.194, 0.195, 0.215, 0.232, 0.218, 0.253, 0.238], "spin_multiplicity": 1, "charge": -2, "homo_lumo_gap_ev": 6.39, "homo_ev": -2.64}

***

{"formula": "C7H7BClN3O8S2", "method": "the ωB97M-V functional and the def2-TZVPD basis", "species": ["Cl", "S", "S", "O", "O", "O", "O", "O", "O", "O", "O", "N", "N", "N", "C", "C", "C", "C", "C", "C", "C", "B", "H", "H", "H", "H", "H", "H", "H"], "positions_angstrom": [[0.06916, -1.85476, -0.83009], [2.93053, -0.43117, -1.77697], [-1.02033, -2.63197, 1.97408], [-3.01099, 0.66122, 3.69994], [-2.41724, 0.54275, -1.03368], [-1.89773, -1.56066, 1.12539], [0.41580, -1.89418, 1.74049], [1.25804, 0.42101, -3.60432], [-1.06639, -3.88917, 1.32785], [-1.33039, -2.56031, 3.35531], [-1.40408, 2.09967, 0.46719], [1.32482, 1.80933, -1.90501], [-1.04968, 0.18308, 2.44141], [0.42681, 2.30017, -2.84694], [0.25861, -0.91597, 0.71508], [1.78144, 0.70362, -2.38387], [1.38206, 0.08221, 0.64780], [2.72368, -0.33546, 0.03837], [-1.11953, -0.33826, 1.06991], [0.44326, 1.47029, -3.81857], [-2.06696, 0.41149, 3.06792], [-1.69582, 0.82953, 0.10111], [-1.84121, 0.17678, -1.71670], [-0.12657, 1.58545, -4.72561], [1.04581, 1.00914, 0.18875], [-2.08840, 2.72515, 0.19941], [3.02118, -1.31683, 0.40649], [3.45117, 0.39803, 0.38112], [1.60294, 0.31981, 1.69412]], "forces_ev_per_angstrom": [[0.186, 0.584, -0.280], [0.127, -0.355, 0.058], [-0.259, -0.244, 0.377], [0.584, -0.145, -0.170], [0.291, 0.233, 0.206], [0.230, -0.018, 0.264], [-0.059, -0.189, -0.285], [0.091, -0.254, -0.330], [0.083, 0.209, -0.306], [0.100, 0.178, -0.070], [-0.648, -0.298, 0.792], [0.050, -0.031, 0.228], [0.013, 0.247, -0.375], [-0.024, 0.170, 0.165], [-0.105, -0.506, -0.222], [-0.089, 0.159, -0.024], [0.467, -0.147, 0.536], [-0.203, 0.360, 0.178], [-0.073, 0.202, 0.579], [-0.330, 0.438, 0.032], [-0.404, 0.282, 0.233], [-0.073, -0.249, -0.790], [-0.322, -0.337, -0.031], [0.175, -0.357, -0.103], [-0.196, -0.037, -0.056], [0.368, 0.180, -0.498], [0.064, -0.044, -0.122], [0.044, -0.106, 0.048], [-0.089, 0.078, -0.033]], "nbo_charge": [-0.043, 0.306, 2.530, -0.466, -0.913, -0.672, -0.689, -0.414, -0.873, -0.886, -0.872, -0.343, -0.605, -0.283, 0.302, 0.283, -0.504, -0.507, 0.033, 0.279, 0.913, 1.152, 0.515, 0.214, 0.281, 0.516, 0.246, 0.238, 0.263], "spin_multiplicity": 1, "smiles": "O=C=N[C@]1(B(O)O)OS(=O)(=O)O[C@]1(Cl)CCSc1nnco1", "homo_lumo_gap_ev": 9.81, "homo_ev": -9.57}

***

{"formula": "C12H16Si", "method": "the ωB97M-V functional and the def2-TZVPD basis", "species": ["Si", "C", "C", "C", "C", "C", "C", "C", "C", "C", "C", "C", "C", "H", "H", "H", "H", "H", "H", "H", "H", "H", "H", "H", "H", "H", "H", "H", "H"], "positions_angstrom": [[0.43342, 1.67191, -0.77799], [-1.34600, -0.12054, 2.06619], [-0.60180, -3.35796, 0.10475], [-0.76795, -1.00354, 0.89522], [-0.34673, -0.59662, -0.29883], [2.14472, 1.87968, 0.00596], [-0.99086, 2.53300, 0.11363], [-0.61634, 3.44410, 1.00702], [2.73165, 0.97576, 0.82041], [-0.37067, -2.93194, -1.17836], [0.31899, -1.17745, -2.80506], [-0.15969, -1.52952, -1.34638], [-0.90152, -2.43387, 1.13892], [-1.36222, 4.11315, 1.51328], [-1.18157, -2.85147, 2.10089], [-2.08288, 2.40245, -0.08650], [0.64662, -0.13358, -2.80202], [-0.32635, -3.63204, -1.99447], [0.35851, 3.68433, 1.31280], [-2.45662, -0.25298, 1.95114], [0.98222, -1.95702, -3.10074], [-1.08468, 0.95627, 1.87586], [-0.63820, -4.37583, 0.26345], [0.33575, 1.99505, -2.22461], [2.34557, 0.00417, 0.83169], [2.69871, 2.85034, -0.19968], [3.72765, 1.30861, 1.32153], [-0.54140, -0.96354, -3.56853], [-0.94833, -0.50093, 3.06042]], "forces_ev_per_angstrom": [[-1.872, -3.234, 1.180], [0.750, -0.230, -1.096], [-0.935, 2.351, 1.060], [-2.014, -2.485, 4.233], [2.470, 2.747, -4.068], [0.389, 0.719, -0.032], [0.564, 0.576, -0.277], [-2.600, 1.213, 0.492], [1.779, 3.090, -0.738], [0.397, 2.511, 0.574], [-2.974, 1.978, 0.893], [-0.029, -1.163, -1.971], [1.017, 0.403, -1.708], [0.502, -0.834, -0.371], [0.000, 0.396, 0.058], [1.146, -0.045, -0.036], [1.186, -0.462, 0.069], [0.272, -0.006, -0.233], [1.456, -0.074, 0.043], [0.981, 0.274, 0.611], [0.649, 0.008, -0.717], [-0.308, -1.211, 0.603], [-0.251, -2.096, 0.689], [0.217, -0.089, 0.170], [-0.443, -1.402, 0.775], [-0.830, -1.070, 0.493], [-1.849, -1.168, -0.831], [1.055, -1.322, 1.323], [-0.727, 0.625, -1.190]], "nbo_charge": [1.280, -0.661, -0.201, 0.051, -0.305, -0.691, -0.658, -0.364, -0.319, -0.244, -0.640, -0.017, -0.260, 0.190, 0.208, 0.242, 0.213, 0.209, 0.190, 0.220, 0.221, 0.229, 0.200, -0.172, 0.212, 0.227, 0.208, 0.216, 0.218], "spin_multiplicity": 1, "homo_lumo_gap_ev": 9.05, "homo_ev": -8.25}

***

{"formula": "C8H21NP", "method": "the ωB97M-V functional and the def2-TZVPD basis", "species": ["P", "N", "C", "C", "C", "C", "C", "C", "C", "C", "H", "H", "H", "H", "H", "H", "H", "H", "H", "H", "H", "H", "H", "H", "H", "H", "H", "H", "H", "H", "H"], "positions_angstrom": [[-0.46502, 0.53867, 2.47934], [0.98669, -1.26887, 1.02414], [1.40074, -0.50384, -2.08878], [0.53561, -2.41437, 1.75303], [0.44805, 0.58945, -1.68767], [-2.05193, -1.11093, 0.06873], [-1.93439, 1.57125, 2.22523], [0.92911, 1.88113, -2.24165], [-0.11105, -0.21478, 0.81829], [0.29482, 0.85115, -0.18062], [1.23064, -0.58319, -3.11248], [-1.86564, 2.18479, 1.32778], [1.10971, 1.33813, 0.24937], [-2.56997, -0.36081, -0.37261], [0.22690, -2.21868, 2.84658], [-0.23275, -3.06447, 1.27995], [-2.42946, -1.45313, 1.03474], [-0.60340, 0.22397, -1.92802], [-1.99021, 2.33226, 2.89158], [2.38209, -0.32515, -1.67066], [1.53750, -1.35524, 0.07296], [-0.62063, 1.64863, -0.02027], [0.86722, -1.36208, -1.70539], [0.40868, 1.67898, 2.37948], [0.84603, 2.01557, -3.36533], [2.01091, 1.90985, -2.04075], [1.41973, -3.06807, 1.89381], [-2.82284, 0.98325, 2.23637], [1.68887, -0.86350, 1.58689], [-1.48441, -1.81538, -0.54215], [0.44414, 2.69029, -1.72402]], "forces_ev_per_angstrom": [[0.311, 0.311, 0.764], [-0.519, 1.497, -3.079], [-1.830, -0.060, 2.039], [0.172, -3.640, 2.222], [-1.718, -0.300, 1.265], [5.193, -1.451, 3.050], [0.386, -1.346, -2.639], [0.396, 0.725, -1.922], [-2.494, 0.057, -1.276], [-3.631, 0.543, 0.290], [0.992, -0.263, -2.008], [-0.167, -0.464, -0.543], [1.908, 1.065, 0.489], [-1.242, 2.301, -1.391], [0.250, 0.462, -2.032], [0.459, 1.035, -0.042], [-0.012, -0.185, -0.520], [1.152, 0.841, -0.557], [-0.091, 1.841, 2.896], [0.484, -0.279, -0.487], [-1.708, -0.766, 1.906], [2.381, -1.795, -0.765], [0.626, -1.155, 0.260], [0.111, -0.596, -0.069], [-0.175, -0.270, 1.321], [-0.243, 0.328, 0.068], [-0.408, 0.159, -0.199], [-0.754, -0.268, -0.016], [1.097, 1.036, 1.120], [-0.855, -0.021, 0.016], [-0.068, 0.660, -0.160]], "nbo_charge": [0.542, -0.593, -0.626, -0.459, -0.216, -0.425, -0.911, -0.608, -0.114, -0.500, 0.250, 0.227, 0.206, 0.199, 0.273, 0.247, 0.213, 0.202, 0.259, 0.210, 0.468, 0.246, 0.182, -0.032, 0.236, 0.208, 0.236, 0.238, 0.421, 0.205, 0.216], "spin_multiplicity": 1, "charge": 1, "homo_lumo_gap_ev": 9.33, "homo_ev": -12.69}

***

Record order is preserved below.
Relative energy (zero: lowest compared OMol25 entry of this formula, charge and spin): 0.5884, 0.0000, 4.8351, 2.8562 eV